No. 1
Density functional theory data (ωB97M-V/def2-TZVPD) for 8 unconnected molecules or ions with the total composition C34H44F9NO20.

Geometry as XYZ:
```
108
Properties=species:S:1:pos:R:3:forces:R:3
O 0.30530 -2.14500 2.79426 0.90 -0.32 -0.73
N 1.16999 -1.72749 2.02176 0.91 -0.67 1.07
O 2.29484 -2.19396 1.85202 -0.93 -0.67 0.48
C 0.92265 -0.52225 1.33161 -0.77 1.81 -0.04
C -0.41692 -0.17779 1.08817 1.21 -1.54 0.74
C -0.68282 0.96894 0.43864 -0.54 1.16 -0.91
C 0.36827 1.83151 0.15754 0.65 0.76 -1.42
C 1.70431 1.52899 0.43649 -0.33 -0.55 -0.14
C 2.00364 0.31721 1.06826 -0.79 0.06 -0.44
H -1.17258 -0.87222 1.39687 -0.29 -0.24 -0.14
H -1.68158 1.14949 0.03319 0.31 0.35 0.44
H 0.15971 2.69764 -0.48983 -0.01 -0.41 0.65
H 2.50881 2.13053 0.00961 -0.24 0.06 0.53
H 3.00181 0.00416 1.33222 0.08 0.06 -0.11
C 1.47466 -6.52871 3.65929 -0.14 -0.94 -1.53
C 2.07659 -5.28666 3.05918 1.05 0.78 1.10
O 3.55486 -5.44948 2.93013 -0.75 0.23 0.01
C 4.26123 -5.24254 4.03944 1.73 -1.19 -1.47
O 3.89999 -4.95137 5.12619 -0.39 0.38 0.63
C 5.82870 -5.57977 3.72681 -0.38 1.86 1.84
F 6.51887 -4.44113 3.52651 -0.42 0.14 -0.01
F 6.41010 -6.16355 4.78439 -0.49 -0.13 0.48
F 6.04133 -6.34807 2.72100 -0.26 -1.29 -1.95
H 1.41623 -7.39984 2.97794 0.09 0.51 0.11
H 0.46272 -6.27923 3.94255 -0.31 -0.07 0.37
H 2.06428 -6.85009 4.50300 -0.03 0.12 0.48
H 1.93731 -4.54395 3.85219 0.08 0.33 -0.50
H 1.70860 -4.85983 2.10895 0.26 -0.69 0.44
C -2.01155 -1.02240 -2.80586 1.48 -0.09 0.01
C -0.60837 -1.47584 -2.39558 1.31 1.12 0.96
O 0.41714 -0.35995 -2.68840 -0.33 -0.75 -0.45
C 1.68461 -0.68331 -2.59807 1.22 -1.35 0.85
O 2.18197 -1.71629 -2.14808 -1.12 1.85 -0.95
C 2.67438 0.43832 -3.14665 -0.83 0.78 0.00
F 3.46853 0.94369 -2.16397 -0.44 -0.76 -0.63
F 3.42617 -0.01774 -4.14537 0.25 -0.49 0.51
F 2.00841 1.48553 -3.67269 -0.13 -0.11 0.42
H -2.64665 -1.70928 -2.26177 -0.56 -0.07 -0.23
H -2.12741 -1.06067 -3.87743 -0.29 -0.34 -0.32
H -2.22166 0.01290 -2.52314 0.21 -0.20 0.36
H -0.14401 -2.40135 -2.76249 -0.66 0.33 -0.52
H -0.53859 -1.57308 -1.31196 -0.19 0.06 0.04
C -9.98100 3.70459 0.49670 0.11 -0.07 -0.36
C -8.86039 3.50652 1.44223 2.07 -1.37 0.69
O -7.67006 2.88970 0.73518 -0.81 0.62 0.49
C -6.65990 2.60027 1.54811 0.40 -1.51 -3.50
O -6.52402 2.76360 2.69118 -0.19 0.83 3.07
C -5.52638 1.83660 0.75371 -0.33 1.25 0.19
F -5.42085 0.56805 1.16222 -0.01 0.08 -0.07
F -5.76316 1.87008 -0.55076 0.15 -0.41 -0.34
F -4.35898 2.46370 0.97658 -0.16 -0.39 0.04
H -9.76555 4.44173 -0.27064 0.08 0.14 0.00
H -10.85152 4.02624 1.06276 -0.15 -0.07 -0.06
H -10.16268 2.75431 0.00509 -0.36 -0.07 -0.08
H -9.04929 2.74675 2.21602 -0.44 0.48 -0.12
H -8.43767 4.37163 1.93236 -0.32 0.46 0.05
C 5.68326 -1.74915 -1.99156 0.00 0.65 -0.52
C 5.00231 -1.80574 -0.63410 -0.22 -0.97 -1.28
C 4.98427 -3.20804 -0.01390 0.83 -0.57 -0.55
O 5.37544 -2.96144 1.31357 0.06 0.77 1.33
C 5.79095 -1.67365 1.44031 1.16 -0.11 1.08
O 6.27403 -1.15270 2.39876 -0.42 -0.69 0.53
O 5.71674 -1.02029 0.29781 -0.30 0.27 -0.92
H 5.16260 -2.32004 -2.76368 -0.44 0.20 0.20
H 6.71774 -2.10257 -2.08769 -0.12 -0.03 0.86
H 5.70334 -0.68948 -2.26796 -0.04 -0.19 -0.32
H 3.99077 -1.40804 -0.68098 -0.02 0.00 -0.24
H 5.79137 -3.85219 -0.45448 -0.86 0.37 0.11
H 4.01758 -3.73018 -0.00749 0.29 0.31 -0.19
C -0.77659 2.69665 -5.09180 0.75 -0.89 -0.36
C -0.32818 3.79561 -4.20662 -0.88 0.58 0.27
C -1.33439 4.95759 -4.21961 -1.57 -0.20 0.23
O -2.14619 4.72414 -3.01361 0.72 0.39 -0.95
C -1.55620 3.79554 -2.29821 1.57 0.02 -0.85
O -1.91909 3.41088 -1.25914 -1.27 -0.95 2.64
O -0.39401 3.32496 -2.84639 -0.57 0.68 -0.35
H -0.48593 2.84339 -6.12774 -0.52 0.50 -0.29
H -1.84171 2.51704 -4.94332 0.09 -0.29 -0.27
H -0.15073 1.84852 -4.83361 -0.40 -0.56 0.30
H 0.68062 4.07443 -4.38756 0.77 0.47 -0.17
H -2.11772 4.85967 -4.98023 0.71 0.05 -0.41
H -0.97116 5.96944 -4.18484 0.43 0.17 0.09
C -2.92432 -2.53187 3.23462 1.01 -0.09 -0.25
C -2.42385 -3.67009 2.29082 -0.99 0.84 2.67
C -3.47178 -4.82482 2.27203 0.59 1.42 -0.91
O -3.38773 -5.25211 0.92168 0.28 0.28 -1.12
C -2.84597 -4.26205 0.15816 0.52 0.88 5.00
O -2.79122 -4.18976 -0.97743 -0.06 -0.24 -4.78
O -2.28850 -3.24521 0.97112 -1.22 -1.35 -1.18
H -2.23000 -1.65708 3.20522 -0.68 -0.67 -0.04
H -2.94117 -2.88461 4.27408 0.16 -0.09 -0.21
H -3.94906 -2.24756 3.00577 0.04 0.19 -0.30
H -1.43537 -3.98642 2.62478 -0.08 -0.31 0.16
H -4.51175 -4.50436 2.43732 0.44 0.04 0.29
H -3.17167 -5.61882 2.90445 0.03 -0.81 0.67
C 2.15209 5.53466 0.98259 -0.34 0.10 -1.06
C 2.47942 5.91730 -0.48088 -0.76 -0.61 0.16
C 2.43275 4.76190 -1.49780 -0.03 0.20 0.41
O 1.95543 5.42911 -2.69227 -0.12 0.08 0.26
C 1.26176 6.54496 -2.32095 -0.23 -0.83 0.83
O 0.55901 7.19530 -3.02147 0.17 0.13 -0.53
O 1.38273 6.74293 -0.99600 0.76 -0.03 0.32
H 1.23479 4.93062 0.85311 0.42 0.05 0.68
H 1.88851 6.43701 1.55259 0.21 -0.30 -0.17
H 2.95800 4.97861 1.50479 -0.51 0.28 -0.52
H 3.39390 6.46479 -0.62080 0.43 0.45 0.18
H 1.71357 3.98493 -1.14156 0.45 0.51 -0.67
H 3.41887 4.33838 -1.72758 -0.39 0.02 0.12
```
Positions in Å, forces in eV/Å.

- charge = 0
- E_tot (eV) = -102867.36246
- structure (SMILES) = O=[N+]([O-])c1ccccc1.CCOC(=O)C(F)(F)F.CCOC(=O)C(F)(F)F.CCOC(=O)C(F)(F)F.C[C@H]1COC(=O)O1.C[C@H]1COC(=O)O1.C[C@H]1COC(=O)O1.C[C@H]1COC(=O)O1
- Kohn-Sham gap (eV) = 9.2891
- spin multiplicity = 1



No. 2
Density functional theory data (ωB97M-V/def2-TZVPD) for 4 unconnected molecules or ions with the total composition C3H13NO4.

Geometry as XYZ:
```
21
Properties=species:S:1:pos:R:3:forces:R:3
C 1.37852 -0.89091 1.02009 -1.16 1.94 -0.89
N 1.27200 0.64157 1.20545 -0.13 -1.84 -1.06
C 1.60465 1.19193 -0.15132 0.89 1.88 0.48
C 1.00622 2.61098 -0.27533 0.16 -0.53 -1.72
O 0.15528 2.93255 -1.11297 1.54 -0.63 2.10
H 0.61696 -1.14781 0.28231 0.11 -0.18 -0.05
H 2.31677 -1.15412 0.52854 0.17 -0.11 0.83
H 1.06134 -1.38468 1.92514 0.74 -0.27 0.45
H 0.25588 0.73820 1.47393 1.40 0.48 -0.88
H 1.24433 0.73526 -1.04837 -0.62 -1.32 -0.29
H 2.79030 1.26361 -0.33967 -2.49 -0.05 0.92
H 1.55943 3.29282 0.37818 -0.62 0.81 0.18
O -1.97701 0.66749 -1.39700 2.43 -1.02 -0.01
H -2.85206 0.85525 -1.58047 -2.91 0.37 -0.48
H -1.51776 1.47466 -1.49298 1.18 1.57 -0.28
O -0.06433 -3.20077 -0.27614 2.37 0.91 3.72
H -0.63956 -3.43467 -0.92957 -2.74 -0.96 -2.46
H -0.53678 -3.14519 0.58721 0.21 -0.14 -1.37
O -2.76620 -0.96647 0.17729 -0.73 -0.07 3.96
H -2.03546 -0.42496 -0.13291 0.07 0.20 -0.39
H -2.87252 -0.65474 1.15859 0.14 -1.03 -2.76
```
Positions in Å, forces in eV/Å.

- charge = 0
- E_tot (eV) = -12999.83848
- structure (SMILES) = CNCC=O.O.O.O
- energy above the lowest of the compared OMol25 structures with the same formula, charge and spin (eV) = 3.327
- Kohn-Sham gap (eV) = 10.0311
- spin multiplicity = 1